Here is C7H11OP in the gas phase from the Open Molecules 2025 dataset. Energies are from the ωB97M-V functional and the def2-TZVPD basis.

```
20
Properties=species:S:1:pos:R:3:forces:R:3
C -0.349 2.061 -0.459 -0.012 -2.156 1.977
C 1.051 2.145 -0.331 0.588 2.012 0.919
C -0.666 -0.030 1.282 5.917 0.494 0.947
C -0.903 0.905 0.125 -1.412 -0.157 0.731
C -2.199 0.431 -0.325 -1.077 -1.332 -2.023
C 0.616 -1.229 1.127 -1.744 1.975 1.723
C 1.834 -0.727 0.360 -0.907 0.659 0.519
O 3.493 0.982 -0.720 3.069 0.545 -1.863
P 2.412 1.108 0.226 -4.404 -1.801 1.480
H -1.113 2.836 -0.835 1.786 -1.166 0.293
H 1.443 3.155 -0.148 0.108 0.149 -1.148
H -1.569 -0.523 1.514 -0.667 -0.589 0.444
H -3.098 0.378 0.325 0.828 0.107 -0.033
H -1.917 -0.649 -0.657 -1.054 1.536 0.194
H -2.402 1.028 -1.183 -1.031 0.033 -1.061
H 0.119 -1.987 0.557 -0.094 -0.677 -0.284
H 0.866 -1.671 2.173 -0.541 1.042 -1.732
H -0.286 0.586 2.147 -0.503 -0.599 -0.576
H 1.652 -0.970 -0.680 0.348 0.080 -0.380
H 2.678 -1.277 0.722 0.801 -0.155 -0.126
```
Positions in Å, forces in eV/Å.

Values from the calculation:
- Kohn-Sham gap (alpha / beta) (Eh) = 0.2485 / 0.2674
- LUMO energy (alpha / beta) (eV) = -1.0 / -0.8
- total charge = 0
- E (a.u.) = -689.75715
- energy relative to the best compared isomer or geometry (same formula, charge and spin) (kcal/mol) = 78.72

Results of the Mulliken charge analysis, in e, for atoms 1 through 2: number 1, C, carries -0.316; number 2, C, carries -0.425